The following is a DFT calculation (the ωB97M-V functional and the def2-TZVPD basis) of a 3-piece molecular cluster, C10H24BClN2O8PS3 overall.

```
50
Properties=species:S:1:pos:R:3:mulliken_charge:R:1
O 0.72514 -5.51077 -3.59203 -0.47
P 0.11565 -4.79705 -4.97032 -0.14
Cl 1.74738 -3.47147 -5.46533 -0.38
B -1.20682 -3.56063 -4.22707 0.44
C -1.28788 -3.57693 -2.57532 -0.76
C -1.17369 -2.16974 -1.96537 -0.52
S -0.24070 -2.20028 -0.36996 -0.27
C 1.08580 -1.13134 -0.65509 0.59
N 1.12424 0.08559 -1.09484 -0.10
N 2.46580 0.46192 -1.12792 -0.60
C 3.11746 -0.54216 -0.67571 -0.10
O 2.34056 -1.59067 -0.35650 -0.27
H 1.28964 -6.24774 -3.84542 0.30
H -0.91660 -2.44984 -4.62699 -0.21
H -2.25831 -3.92166 -4.73585 -0.21
H -0.48686 -4.19506 -2.15970 0.35
H -2.22519 -4.02077 -2.21940 0.18
H -2.15827 -1.78929 -1.68291 0.34
H -0.69503 -1.45042 -2.62847 0.39
H 4.18581 -0.62482 -0.54381 0.42
O 1.24825 0.87151 4.68752 -0.67
S 2.45535 0.49969 4.01081 1.22
O 3.12732 -0.70438 4.39348 -0.62
O 3.47615 1.72107 4.10118 -0.27
C 3.72222 2.28031 5.40869 -0.38
C 4.64882 1.42551 6.24806 -0.98
C 2.22681 0.52904 2.27178 -0.84
H 2.76670 2.44967 5.90717 0.35
H 4.16952 3.25133 5.20469 0.27
H 4.18425 0.47777 6.51419 0.30
H 4.90136 1.95812 7.16588 0.39
H 5.56627 1.20692 5.70179 0.26
H 1.75197 1.46657 1.99661 0.36
H 1.58509 -0.31400 2.02105 0.30
H 3.19786 0.43224 1.79811 0.31
O -1.94223 3.42572 -1.59976 -0.70
S -2.49533 2.15542 -1.23083 1.24
O -2.64966 1.13987 -2.22270 -0.58
O -3.91160 2.42141 -0.53393 -0.30
C -4.85004 3.24075 -1.25895 -0.40
C -5.52579 2.49685 -2.39276 -0.97
C -1.67083 1.50974 0.17302 -0.64
H -4.33873 4.13722 -1.61364 0.34
H -5.57782 3.54565 -0.50844 0.27
H -4.81877 2.24517 -3.18096 0.30
H -6.31353 3.12043 -2.81845 0.38
H -5.96587 1.56765 -2.03117 0.26
H -1.60756 2.29269 0.92448 0.38
H -0.67878 1.20078 -0.15860 0.05
H -2.22955 0.65242 0.53966 0.39
```

Output
Molar mass: 473.748 g mol⁻¹
ΔE to the lowest compared entry with this formula, charge and spin: 0.00 kcal per mole
LUMO energy: 2.14 eV
Kohn-Sham gap: 6.30 eV
Charge: -1

The following is a DFT calculation (the ωB97M-V functional and the def2-TZVPD basis) of C10H24BaN6O6S as an isolated structure in a non-equilibrium geometry.

```
48
Properties=species:S:1:pos:R:3:mulliken_charge:R:1
O 0.54964 5.20693 -0.61614 -0.51
H 0.98101 5.96136 -0.18502 0.28
Ba -0.26781 0.18519 -0.02757 1.42
N 0.55236 -1.14722 -1.96505 0.13
N -0.76821 1.67914 -1.94236 -0.39
N 1.38296 -1.14855 1.33650 -0.16
N 0.56996 1.59883 1.82436 -0.36
O 0.89748 -2.42182 -1.89793 -0.74
O 1.54500 -2.60355 1.08769 -0.43
O -0.42686 2.73612 1.87734 -0.38
O -1.77023 2.15301 -1.24007 -0.55
C -1.16342 0.54556 -2.75905 0.18
C -0.42353 -0.78287 -2.84617 0.47
C 1.06989 -0.73084 2.55854 0.64
C 0.51103 0.64985 2.79857 0.53
C -0.59838 -1.68723 -4.02292 -1.16
H -0.94012 -2.70220 -3.73731 0.22
H 0.38113 -1.87413 -4.51501 0.27
H -1.28100 -1.28276 -4.77573 0.32
C -2.10077 1.10802 -3.74554 -1.28
H -1.76831 2.15080 -3.94974 0.28
H -3.08962 1.27384 -3.28109 0.24
H -2.16379 0.56911 -4.67474 0.37
C 1.50045 -1.53781 3.75243 -1.38
C 0.26157 1.15909 4.17016 -1.58
H 2.22997 -2.32169 3.45789 0.40
H 0.68186 -2.07418 4.26135 0.28
H 1.98761 -0.92369 4.51779 0.42
H -0.49130 1.96416 4.14068 0.44
H 1.17371 1.65419 4.55373 0.35
H -0.04428 0.42199 4.90908 0.39
H 1.52376 -2.73158 0.09384 0.34
H -0.63459 3.01439 0.93085 0.34
C 1.56123 4.20278 -0.84477 -0.28
H 1.09159 3.52275 -1.57138 0.05
H 1.69404 3.60872 0.07978 0.09
H 2.53606 4.59950 -1.21805 0.36
O 2.80198 0.32044 -0.80734 -0.60
H 2.85615 -0.28241 -0.00990 0.31
H 2.47548 -0.36394 -1.45796 0.33
N -1.54539 -3.12656 1.83404 -0.34
C -2.01746 -2.54395 0.72081 0.45
N -1.89457 -3.26580 -0.42514 -0.28
S -2.79752 -1.03275 0.76706 -0.18
H -1.18628 -4.06754 1.81758 0.17
H -1.60621 -2.57450 2.69171 0.20
H -2.27059 -2.84405 -1.27193 0.20
H -1.56566 -4.21416 -0.39385 0.16
```

Output
Molar mass: 493.733 g mol⁻¹
ΔE to the lowest compared entry with this formula, charge and spin: 71.69 kcal per mole
LUMO energy (spin up / spin down): -2.00 / -2.00 eV
Kohn-Sham gap (spin up / spin down): 4.17 / 4.56 eV

The following is a DFT calculation (the ωB97M-V functional and the def2-TZVPD basis) of a 3-piece molecular cluster, C10H24Br4FIOP2 overall in a non-equilibrium geometry.

```
43
Properties=species:S:1:pos:R:3:mulliken_charge:R:1
C 2.59591 -3.23420 -0.35213 -1.26
C 2.44360 -2.03031 0.63539 -0.28
P 1.80724 -0.44881 -0.21176 0.07
C 1.43031 0.67290 1.26987 -0.83
P 0.00656 -0.89159 -1.39239 0.10
O 0.63363 0.16487 -2.59099 -0.49
I -1.89038 -1.32981 -3.03642 -0.30
C -1.23788 -0.18262 -0.16977 -0.53
C -1.44917 -1.07504 1.12611 0.44
C -2.94534 -1.55709 1.18268 -1.32
F -0.67848 -2.23386 1.10325 -0.32
H 1.59773 -3.73495 -0.44104 0.28
H 3.27119 -4.01057 0.07282 0.37
H 2.89608 -2.93066 -1.37919 0.33
H 3.48211 -1.75427 0.95660 0.33
H 1.89513 -2.26975 1.57114 0.35
H 2.41417 0.99742 1.67136 0.27
H 0.92620 0.14069 2.10820 0.18
H 0.90709 1.59392 0.94250 0.27
H 0.31837 -2.26890 -1.54737 0.07
H 0.03504 0.92360 -2.62698 0.39
H -2.22938 -0.22146 -0.67463 0.21
H -1.09872 0.89481 0.07168 0.32
H -1.23425 -0.42703 2.00358 0.26
H -3.05825 -2.32633 0.38231 0.36
H -3.06650 -2.05178 2.17447 0.38
H -3.64786 -0.71531 1.03264 0.29
Br -4.52417 2.02799 -0.59202 -0.13
C -6.30847 1.37678 -1.02815 -0.61
C -6.26628 0.35505 -2.13522 -0.51
Br -6.00344 1.19910 -3.87073 -0.11
H -6.91188 2.24692 -1.27288 0.40
H -6.68012 0.92934 -0.10706 0.33
H -7.22075 -0.16365 -2.21270 0.36
H -5.46913 -0.37544 -2.01431 0.27
Br 4.31417 3.89399 2.61227 -0.15
C 5.93683 3.18958 1.79511 -0.57
C 5.65593 2.60428 0.43567 -0.63
Br 4.79978 0.85993 0.57650 -0.04
H 6.35479 2.46815 2.49214 0.37
H 6.60915 4.04286 1.71403 0.35
H 6.58512 2.42397 -0.10309 0.35
H 5.00431 3.22731 -0.17149 0.38
```

Output
Molar mass: 687.767 g mol⁻¹
LUMO energy: 0.35 eV
Structure (SMILES): CCP(C)[PH](O)(I)C[C@@H](C)F.BrCCBr.BrCCBr
Kohn-Sham gap: 7.83 eV

The following is a DFT calculation (the ωB97M-V functional and the def2-TZVPD basis) of C10H24CaN6O6S as an isolated structure in a non-equilibrium geometry.

```
48
Properties=species:S:1:pos:R:3:mulliken_charge:R:1
O 0.06062 -0.41004 -3.92878 -0.55
H 0.35121 -0.13598 -4.81330 0.30
Ca 0.37364 -0.42386 -1.64915 1.49
N 0.62787 2.31280 1.17388 0.75
N 1.55330 1.55248 -1.07428 0.04
N -1.40598 -1.25836 0.02148 0.20
N -0.51853 -2.53664 -2.09993 -0.15
O -0.26658 2.87409 1.94435 -1.02
O -1.98161 -0.73050 1.17986 -0.50
O -0.19347 -3.27330 -3.25424 -0.52
O 2.23195 0.83304 -1.94492 -0.88
C 2.23579 2.58016 -0.50554 0.25
C 1.61479 3.10000 0.63932 0.23
C -1.46751 -2.60034 0.04936 -0.03
C -0.92522 -3.30383 -1.09452 0.45
C 1.92446 4.39345 1.28964 -1.39
H 2.58267 4.25965 2.16313 0.23
H 1.00656 4.88145 1.63964 0.36
H 2.44510 5.06128 0.59229 0.39
C 3.49853 3.01078 -1.13438 -1.35
H 3.32054 3.32321 -2.17323 0.28
H 4.21176 2.17359 -1.15782 0.24
H 3.95267 3.84462 -0.59097 0.38
C -2.05570 -3.36989 1.19011 -1.50
C -0.84293 -4.78822 -1.12387 -1.37
H -2.45300 -2.67414 1.93266 0.37
H -1.30348 -4.01540 1.66897 0.27
H -2.86332 -4.03036 0.84407 0.36
H -0.23813 -5.12602 -1.96607 0.42
H -1.84122 -5.23585 -1.20299 0.26
H -0.39977 -5.16705 -0.19523 0.31
H -2.21274 0.24660 1.05988 0.36
H -0.08755 -2.60006 -3.95436 0.31
C -1.10404 0.41653 -3.44656 -0.85
H -0.76123 1.33770 -2.93543 0.38
H -1.72431 -0.19778 -2.76672 0.45
H -1.71134 0.70481 -4.31453 0.41
O -2.71284 1.72957 1.64751 -0.68
H -3.34084 2.29296 1.16521 0.27
H -1.86606 2.25646 1.73831 0.41
N 0.49222 -1.32483 3.07777 -0.37
C 0.42675 -0.01502 2.84289 0.66
N 0.05440 0.84485 3.78149 -0.36
S 1.00198 0.51476 1.29521 -0.15
H 0.08728 -1.70240 3.92768 0.22
H 0.66737 -1.95776 2.30518 0.15
H -0.09477 1.82403 3.50757 0.24
H -0.34930 0.50874 4.64934 0.23
```

Output
Molar mass: 396.483 g mol⁻¹
ΔE to the lowest compared entry with this formula, charge and spin: 0.00 kcal per mole
LUMO energy (spin up / spin down): 0.17 / 0.15 eV
Kohn-Sham gap (spin up / spin down): 5.67 / 5.15 eV

The following is a DFT calculation (the ωB97M-V functional and the def2-TZVPD basis) of C10H24CeN2O2P2 as an isolated structure in a non-equilibrium geometry.

```
41
Properties=species:S:1:pos:R:3:lowdin_spin:R:1
Ce 0.40286 0.22643 0.60966 0.83
P 2.58458 -0.11294 0.39671 0.33
P -0.35341 -1.20786 2.13590 0.31
N 0.62262 1.45840 -0.90769 0.11
N -1.47088 0.67594 0.35654 0.07
H -0.51927 2.92974 -1.95568 0.00
H -2.60875 2.28596 -0.46503 0.00
H -0.36943 3.19598 -0.18908 0.00
C -0.48136 2.41759 -0.97268 0.01
H -2.04227 1.07846 -1.65403 0.00
C -1.76341 1.61502 -0.71738 0.01
H 1.99511 2.61870 -2.02698 0.00
H -3.46532 0.35818 0.93074 0.00
C 1.88969 1.80028 -1.29448 0.01
C -2.41294 0.06756 1.09574 0.01
C 2.99877 1.12782 -0.83752 0.06
C -2.10608 -0.90370 2.04279 0.04
H 4.00155 1.31546 -1.23134 0.01
H -2.86695 -1.35742 2.68262 0.00
H -0.11183 -2.61400 2.03792 0.05
H 0.07141 -1.08170 3.49386 0.03
H 3.06945 -1.37020 -0.07737 0.04
H 3.50953 0.04422 1.46883 0.04
H -1.82826 -1.27251 -1.10240 0.00
C -0.94598 -1.78882 -1.52324 0.00
C -0.87868 -3.20558 -0.97045 0.00
C -0.99511 -1.74278 -3.05008 0.00
O 0.24494 -1.08119 -1.08162 0.01
H -1.75015 -3.78603 -1.31820 0.00
H 0.04292 -3.70977 -1.30981 0.00
H -0.89679 -3.19648 0.13001 0.00
H -1.02359 -0.69881 -3.41085 0.00
H -0.10733 -2.23728 -3.48207 0.00
H -1.89954 -2.25431 -3.42217 0.00
H 0.29358 -0.19124 -1.54620 0.00
C 1.71922 1.57220 3.09156 0.01
O 0.60414 1.84746 2.28659 0.00
H 1.82207 0.48046 3.23716 0.01
H 1.57029 2.03158 4.09088 0.00
H 2.65740 1.96445 2.63861 0.00
H 0.79721 2.70073 1.82022 0.00
```

Output
Molar mass: 406.378 g mol⁻¹
LUMO energy (spin up / spin down): -7.67 / -9.62 eV
Spin multiplicity: 3
Kohn-Sham gap (spin up / spin down): 6.14 / 5.98 eV
Charge: +2

The following is a DFT calculation (the ωB97M-V functional and the def2-TZVPD basis) of C10H24ClI2LaN2P2 as an isolated structure in a non-equilibrium geometry.

```
42
Properties=species:S:1:pos:R:3:mulliken_charge:R:1
I 0.69329 -1.87457 -1.95876 -0.18
I 0.15906 2.74815 1.23021 -0.13
La 0.47679 0.47005 -0.40895 1.97
P 2.52408 -0.19233 0.90002 0.34
C 2.02290 -1.21303 2.26743 -1.06
C 3.68738 -1.10199 -0.09888 -1.23
H 4.59426 -1.17586 0.49599 0.46
H 4.35198 0.83203 1.90785 0.45
H 3.88412 -0.56949 -1.04003 0.35
H 3.59009 1.94640 0.72109 0.36
H 1.51307 -2.11900 1.91213 0.25
H 3.29557 -2.09809 -0.34406 0.39
C 3.41096 1.21837 1.52438 -1.20
H 2.92646 -1.48544 2.81356 0.46
H 2.83871 1.71799 2.31797 0.39
H 1.33676 -0.66399 2.92889 0.33
P -1.13139 1.42595 -2.09297 0.36
C -2.78021 0.91278 -1.66599 -1.12
C -1.07588 3.20622 -2.14561 -1.23
H 0.29599 1.01533 -3.97690 0.36
H -1.38533 1.48500 -4.40557 0.46
H -1.00848 -0.19032 -3.86333 0.39
C -0.76986 0.87566 -3.74883 -1.21
H -0.03938 3.55434 -2.25486 0.36
H -1.67047 3.49669 -3.00806 0.46
H -3.45282 1.33656 -2.41163 0.46
H -3.05427 1.27412 -0.66568 0.36
H -1.48603 3.63688 -1.22194 0.39
H -2.85573 -0.18439 -1.67368 0.33
Cl 2.23235 1.70720 -1.88040 -0.53
C -0.89029 -3.10762 1.06824 -1.00
C -1.53883 -1.88899 1.39191 0.38
N -1.28570 -0.64105 1.05645 0.36
C -2.26385 0.19762 1.67286 -0.34
C -3.11328 -0.55059 2.39164 -0.98
N -2.65394 -1.93140 2.21261 -0.05
H -0.55106 -3.62695 1.96913 0.41
H -1.54881 -3.76201 0.48540 0.34
H 0.02337 -2.90539 0.44590 -0.08
H -2.28502 1.25186 1.56538 0.47
H -3.91494 -0.30915 2.95303 0.49
H -3.10160 -2.71757 2.63406 0.19
```

Output
Molar mass: 662.431 g mol⁻¹
ΔE to the lowest compared entry with this formula, charge and spin: 108.04 kcal per mole
LUMO energy (spin up / spin down): -9.57 / -10.97 eV
Kohn-Sham gap (spin up / spin down): 5.94 / 4.09 eV
Charge: +2